# 1
# C33H66IN4O9P2S

A 3-piece molecular cluster, C33H66IN4O9P2S overall (ωB97M-V with the def2-TZVPD basis set, the OMol25 dataset).

Last column: Mulliken charge in e.
Geometry (Å):
C  1.5665  -4.1179  -3.2883  -0.14
C  1.7802  -3.6216  -2.2096  -1.81
C  2.0322  -3.0712  -0.8509  0.85
P  0.6602  -1.7562  -0.6238  0.40
O  0.9156  -0.7542  -1.9223  -0.58
I  1.2034  -0.3828  1.3361  -0.24
N  3.3717  -2.3736  -0.9539  1.00
C  4.2814  -2.6486  0.0557  0.39
N  5.2688  -1.7612  0.2421  -0.07
P  5.5260  -0.2584  -0.7551  -0.16
C  4.0911  0.8915  -0.5839  -0.79
C  5.5402  -0.7264  -2.5542  -0.21
C  5.8670  0.5566  -3.3979  -1.12
S  6.4586  -1.9878  1.5081  1.23
C  5.6615  -1.6359  3.0732  -0.95
O  7.0721  -3.2690  1.4477  -0.62
O  7.4406  -0.9800  1.3542  -0.58
N  4.2736  -3.7537  0.8506  0.02
C  3.3534  -4.8216  0.4082  -1.43
C  1.9566  -4.1835  0.1987  0.38
N  1.3710  -3.6806  1.4528  -0.21
C  1.0247  -5.3883  -0.1932  -2.02
C  -0.4628  -5.0102  -0.3576  -0.03
C  -1.4432  -6.1361  0.0635  -0.70
C  -2.8851  -5.5878  0.1449  -0.67
C  -3.6817  -5.8064  -1.1601  -0.63
C  -5.1385  -5.2853  -1.0396  -0.83
C  -5.5792  -4.3661  -2.2011  -1.03
C  -4.8256  -2.9986  -2.3417  -0.74
C  -4.0420  -2.5167  -1.0969  0.40
C  -3.7735  -0.9909  -1.2210  -1.02
C  -3.2009  -0.4526  0.1133  -0.43
C  -2.4898  0.9223  -0.0710  -0.23
C  -2.7889  1.8625  1.1193  -1.01
C  -2.4963  1.2158  2.4994  0.35
C  -2.9462  2.2084  3.5984  -1.36
H  1.5601  -4.5289  -4.2752  0.57
H  1.6692  -1.0518  -2.4545  0.32
H  3.8041  -2.7400  -1.8093  0.47
H  4.4707  1.8789  -0.8797  0.47
H  3.1885  0.6043  -1.1325  0.11
H  3.8724  0.9855  0.4878  0.32
H  4.5645  -1.0845  -2.9126  0.05
H  6.3026  -1.4891  -2.7538  0.51
H  6.7118  0.3963  -4.0699  0.30
H  5.9836  1.4410  -2.7612  0.32
H  5.0007  0.7662  -4.0389  0.32
H  5.1562  -0.6611  3.0390  0.30
H  6.4242  -1.5649  3.8549  0.41
H  4.9114  -2.3771  3.3758  0.36
H  4.1855  -3.5356  1.8364  0.12
H  3.2527  -5.6441  1.1168  0.46
H  3.6876  -5.2068  -0.5655  0.29
H  2.0834  -3.4001  2.1199  0.24
H  0.8336  -4.4093  1.9104  0.34
H  1.0773  -6.0520  0.6895  0.51
H  1.4288  -5.9742  -1.0254  0.54
H  -0.7401  -4.0827  0.1593  0.32
H  -0.6207  -4.7994  -1.4281  0.07
H  -1.0996  -6.5290  1.0298  0.46
H  -1.4059  -6.8921  -0.7341  0.31
H  -2.8904  -4.5253  0.4211  0.24
H  -3.4253  -6.1288  0.9357  0.44
H  -3.1903  -5.3618  -2.0380  0.31
H  -3.7343  -6.8952  -1.3025  0.43
H  -5.8419  -6.1311  -1.0354  0.48
H  -5.2907  -4.7821  -0.0737  0.39
H  -5.4335  -4.9057  -3.1504  0.27
H  -6.6644  -4.2173  -2.1116  0.41
H  -4.1365  -3.0769  -3.1909  0.40
H  -5.5862  -2.2358  -2.5568  0.37
H  -4.5407  -2.7216  -0.1442  0.41
H  -3.0442  -2.9791  -1.1532  -0.51
H  -4.7135  -0.4567  -1.4127  0.40
H  -3.0268  -0.8106  -2.0074  0.30
H  -4.0013  -0.3060  0.8510  0.40
H  -2.4957  -1.1875  0.5324  0.30
H  -1.4054  0.7286  -0.0592  -0.27
H  -2.7324  1.3906  -1.0333  0.47
H  -3.8534  2.1440  1.1173  0.34
H  -2.1605  2.7651  1.0898  0.45
H  -1.4350  0.9471  2.5921  -0.13
H  -3.0870  0.3048  2.6591  0.23
H  -2.5549  1.8875  4.5745  0.41
H  -4.0403  2.2366  3.6846  0.27
H  -2.6036  3.2324  3.4060  0.31
C  -3.2376  9.1427  5.0576  -1.11
C  -2.5974  8.0536  4.2224  -0.19
O  -3.2632  6.7943  4.3969  -0.34
C  -4.4250  6.6670  3.7547  0.76
O  -4.9423  7.4936  3.0507  -0.55
O  -4.9295  5.4648  4.0464  -0.30
C  -6.2276  5.2327  3.4968  -0.71
H  -3.2892  8.8400  6.1047  0.29
H  -2.6670  10.0685  4.9829  0.36
H  -4.2575  9.3418  4.7297  0.31
H  -1.5696  7.8995  4.5489  0.30
H  -2.5655  8.3229  3.1661  0.31
H  -6.2391  5.4096  2.4229  0.33
H  -6.9633  5.8621  3.9959  0.32
H  -6.4744  4.1900  3.6827  0.22
C  1.7372  4.4860  -1.1305  -1.16
C  1.9133  3.9367  -2.5317  0.09
O  2.0825  4.9834  -3.4917  -0.37
C  3.2932  5.5454  -3.5114  0.78
O  4.2276  5.2373  -2.8150  -0.56
O  3.2848  6.5158  -4.4219  -0.35
C  4.4987  7.2697  -4.4864  -0.64
H  0.9207  5.2086  -1.1023  0.37
H  1.5228  3.6793  -0.4271  0.30
H  2.6347  5.0040  -0.7926  0.33
H  1.0144  3.3960  -2.8260  0.29
H  2.7472  3.2338  -2.5873  0.12
H  5.3601  6.6191  -4.6236  0.30
H  4.6132  7.8708  -3.5855  0.29
H  4.4205  7.9329  -5.3438  0.23

The strongest force on any atom is 3.10 eV Å⁻¹. As for the LUMO energy: -3.81 eV. For the calculated total energy, the calculation gives -97184.7377 eV. The net charge is +1. Its HOMO-LUMO gap is 7.8 eV. As for the spin multiplicity: 1.

# 2
# C33H66O13

A 10-piece molecular cluster, C33H66O13 overall (ωB97M-V with the def2-TZVPD basis set, the OMol25 dataset).

Last column: Mulliken charge in e.
Geometry (Å):
O  -0.5866  5.1956  4.1624  -0.57
C  0.4221  4.5156  4.0234  0.72
O  0.9274  4.1127  2.8157  -0.25
C  -0.0141  4.2400  1.6955  0.06
C  -1.1615  3.2464  1.8272  -0.95
C  1.3584  4.2500  5.1763  -1.09
H  0.6345  4.0192  0.8369  -0.14
H  -0.3622  5.2729  1.6786  0.38
H  -1.7418  3.2241  0.8992  0.37
H  -1.8466  3.6788  2.5356  0.65
H  -0.8604  2.2313  2.1229  -0.07
H  0.7734  3.9174  6.0458  0.32
H  1.9200  5.1534  5.4432  0.31
H  2.0615  3.4762  4.8682  0.27
O  -3.6157  -0.0896  4.0827  -0.64
C  -3.6858  -0.3370  2.8949  0.17
O  -4.4957  0.3448  2.0596  -0.22
C  -5.5653  1.1290  2.7726  -0.24
C  -6.7025  0.2573  3.0969  -1.12
C  -2.8665  -1.4579  2.2997  1.00
H  -5.7684  1.8731  2.0143  0.32
H  -5.0928  1.5487  3.6736  0.29
H  -6.5842  -0.2816  4.0838  0.28
H  -6.9001  -0.4621  2.2655  0.25
H  -7.5797  0.8403  3.1819  0.44
H  -3.0418  -2.3906  2.8762  0.16
H  -1.7997  -1.2825  2.3130  -0.69
H  -3.1847  -1.6378  1.2782  -0.18
O  6.4179  -2.0673  -4.7662  -0.59
C  7.0634  -1.3200  -4.0424  0.71
O  6.4803  -0.6344  -3.0506  -0.27
C  5.1154  -0.7592  -2.8644  -0.25
C  4.9831  -0.2388  -1.4425  -0.85
C  8.5318  -1.1528  -4.0206  -0.99
H  4.8565  -1.7853  -2.9795  0.31
H  4.6122  -0.0851  -3.5582  0.27
H  3.9996  -0.5575  -1.0834  0.15
H  4.9576  0.8246  -1.3204  0.24
H  5.7241  -0.6979  -0.7989  0.37
H  8.8442  -0.5194  -4.8349  0.27
H  8.9336  -2.1600  -4.1964  0.30
H  8.8892  -0.7160  -3.0939  0.29
C  3.0946  2.2048  0.8385  -0.50
C  4.2308  3.0822  0.3867  0.83
O  4.4484  3.3001  -0.8039  -0.57
C  5.2104  3.5981  1.3648  -1.34
H  2.4553  1.8789  0.0239  -0.13
H  2.5824  2.7129  1.6057  0.26
H  3.5298  1.2949  1.2310  0.56
H  4.7300  4.5335  1.7366  0.29
H  6.2258  3.8560  0.9608  0.34
H  5.3285  2.9569  2.2552  0.34
C  -0.1538  2.4054  -3.6673  -0.96
C  0.2659  3.0755  -2.3556  0.87
O  -0.3620  2.8503  -1.3404  -0.44
C  1.4465  4.0025  -2.5585  -1.31
H  0.2540  1.3646  -3.6301  0.13
H  0.1261  2.9893  -4.5298  0.44
H  -1.2451  2.3160  -3.6569  0.27
H  1.8795  4.2526  -1.6174  0.19
H  1.0497  4.8831  -3.0739  0.42
H  2.2169  3.6259  -3.2006  0.39
C  -5.8714  -1.4500  -3.4262  -1.12
C  -4.7707  -0.3733  -3.4325  0.86
O  -3.9512  -0.2420  -4.2721  -0.53
C  -4.9591  0.6751  -2.3039  -0.78
H  -6.6438  -1.1573  -4.1736  0.30
H  -6.2704  -1.5229  -2.3933  0.32
H  -5.4983  -2.4721  -3.6652  0.29
H  -4.1664  0.4189  -1.5846  0.02
H  -5.8515  0.5670  -1.7236  0.40
H  -4.8674  1.7137  -2.6279  0.35
C  -2.8079  -5.0211  1.8448  -1.23
C  -3.7352  -4.2799  0.8937  1.01
O  -4.8438  -3.8971  1.1997  -0.61
C  -3.2974  -4.1459  -0.5201  -0.40
H  -3.1159  -4.8911  2.8981  0.33
H  -1.8041  -4.6528  1.7270  0.20
H  -2.9755  -6.0846  1.5852  0.43
H  -2.5286  -3.4297  -0.5795  -0.27
H  -4.1727  -3.8013  -1.0794  0.22
H  -2.9842  -5.0292  -1.0163  0.50
C  -0.5398  -2.4153  4.5512  -0.37
C  0.7336  -1.6080  4.5515  0.43
O  1.8332  -2.0602  4.8701  -0.62
C  0.6429  -0.2674  3.9194  -0.28
H  -0.6955  -2.6282  3.4752  -0.20
H  -1.3423  -1.7079  4.8711  0.24
H  -0.5224  -3.3481  5.1413  0.37
H  0.3031  0.5588  4.5343  0.44
H  -0.0272  -0.2569  3.0716  -0.34
H  1.6513  -0.0115  3.6639  0.39
C  1.8858  -3.4556  -2.0894  -0.65
C  1.4549  -2.8795  -3.3163  0.97
O  0.7905  -1.8556  -3.3161  -0.58
C  1.8817  -3.5791  -4.5383  -1.49
H  2.9732  -3.5449  -2.1048  0.35
H  1.4121  -4.4441  -2.0040  0.34
H  1.5612  -2.8857  -1.2434  -0.06
H  2.8560  -4.0282  -4.5186  0.40
H  1.8646  -2.9116  -5.4082  0.35
H  1.1210  -4.3643  -4.7227  0.35
C  -1.6989  -0.7141  -1.4332  -1.26
C  -0.6807  -1.2920  -0.5537  1.03
O  -0.7270  -2.4505  -0.1720  -0.59
C  0.4754  -0.4452  -0.2010  -0.86
H  -1.7274  0.3790  -1.3668  0.53
H  -2.6932  -1.0119  -1.0988  -0.04
H  -1.4672  -0.9734  -2.4733  0.27
H  0.2185  0.5834  -0.0436  0.10
H  1.1987  -0.4806  -1.0377  0.18
H  1.0154  -0.7276  0.7025  0.47

The strongest force on any atom is 3.32 eV Å⁻¹. As for the LUMO energy: 0.48 eV. As for the relative energy (zero: lowest compared OMol25 entry of this formula, charge and spin): 0.000 eV. For the calculated total energy, the calculation gives -61907.9896 eV. The structure (SMILES) is CCOC(C)=O.CCOC(C)=O.CCOC(C)=O.CC(C)=O.CC(C)=O.CC(C)=O.CC(C)=O.CC(C)=O.CC(C)=O.CC(C)=O. Its HOMO-LUMO gap is 10.0 eV. As for the spin multiplicity: 1.